No. 1
Formula: C5H14S
Source: OMol25
Level of theory: the ωB97M-V functional and the def2-TZVPD basis

```
20
Properties=species:S:1:pos:R:3:forces:R:3:mulliken_charge:R:1
C 0.980 -2.038 -1.206 -1.02 0.16 0.47 -0.968
C 1.976 -1.257 -0.365 0.84 -0.25 0.00 -0.149
C 2.032 -1.677 1.112 0.65 -0.37 -0.40 -1.001
H 0.895 -3.075 -0.880 0.44 -0.17 -0.09 0.321
H 1.161 -2.015 -2.279 0.14 0.10 0.01 0.327
H -0.026 -1.656 -1.015 -0.03 0.13 -0.24 0.182
H 1.863 -0.174 -0.466 -0.24 -0.06 -0.01 0.144
H 2.971 -1.462 -0.761 0.14 0.03 -0.15 0.334
H 3.051 -1.592 1.486 0.12 0.50 0.08 0.322
H 1.384 -1.108 1.773 -0.27 -0.34 -0.02 0.242
H 1.905 -2.764 1.150 -0.65 0.15 0.29 0.276
C -2.129 2.336 -0.877 0.24 0.37 0.35 -0.974
C -0.880 2.029 -0.063 -0.17 -0.88 0.02 -0.337
S -0.922 0.382 0.746 -0.04 -0.04 0.08 -0.206
H -2.182 3.409 -1.066 0.02 0.04 -0.12 0.303
H -2.994 2.084 -0.268 -0.23 -0.06 -0.19 0.284
H -2.162 1.822 -1.833 -0.04 -0.22 0.08 0.291
H 0.005 1.876 -0.677 0.08 0.51 -0.17 0.206
H -0.688 2.788 0.687 0.03 0.09 0.04 0.349
H -2.220 0.267 1.066 0.00 0.30 -0.03 0.055
```
Positions in Å, forces in eV/Å.

Summary:
SMILES = CCC.CCS
Gap between HOMO and LUMO = 9.9 eV
Relative energy (zero: lowest compared OMol25 entry of this formula, charge and spin) = 36.60 kJ/mol
Molar mass = 106.23 g/mol



No. 2
Formula: C4H7NO2
Source: OMol25
Level of theory: the ωB97M-V functional and the def2-TZVPD basis

```
14
Properties=species:S:1:pos:R:3:forces:R:3:mulliken_charge:R:1
C -0.186 0.574 -1.602 0.10 0.18 0.08 -0.323
N 0.310 1.539 -0.952 -0.18 -0.28 -0.14 -0.339
C -0.297 2.128 0.137 -0.04 -0.03 0.38 0.182
O -0.269 1.676 1.267 0.02 0.17 -0.50 -0.547
H -1.172 0.149 -1.397 0.12 0.09 0.01 0.305
H 0.394 0.132 -2.412 -0.07 0.08 0.09 0.313
H -0.737 3.115 -0.078 0.04 -0.08 0.02 0.358
C -0.532 -1.677 0.603 0.12 0.01 0.06 -0.846
C 0.798 -1.540 0.597 -0.14 -0.24 -0.11 0.062
O 1.511 -0.503 1.071 -0.16 0.08 0.09 -0.477
H -0.988 -2.569 0.191 0.12 0.10 0.05 0.256
H -1.180 -0.932 1.059 0.11 -0.10 -0.07 0.326
H 1.450 -2.301 0.172 -0.12 0.06 0.06 0.347
H 0.897 0.209 1.344 0.09 -0.04 -0.02 0.382
```
Positions in Å, forces in eV/Å.

Summary:
SMILES = C=NC=O.C=CO
Gap between HOMO and LUMO = 9.4 eV
Relative energy (zero: lowest compared OMol25 entry of this formula, charge and spin) = 233.70 kJ/mol
Molar mass = 101.10 g/mol